40
Properties=species:S:1:pos:R:3:mulliken_spin:R:1 method="wB97M-V/def2-TZVPD" fmax_ha_per_bohr=0.0314 e_above_lowest_kcal_mol=0.00 spin_multiplicity=2 total_charge=+3 s_squared=0.7875 homo_lumo_gap_ev="6.21 / 5.96" homo_ev="-18.798 / -18.802"
Ru 0.022 -0.065 0.044 0.948
C 0.092 -0.958 3.077 0.000
O 0.844 -0.486 1.915 -0.014
C 2.070 0.228 2.230 0.008
C 2.706 0.543 0.900 -0.004
O 1.698 1.109 -0.007 -0.002
C 1.425 2.546 0.069 0.009
C 0.232 2.772 0.958 0.009
O -0.719 1.729 0.592 -0.023
C -2.044 1.842 1.210 -0.008
H 0.684 -1.710 3.593 0.001
H -0.115 -0.117 3.737 0.000
H -0.835 -1.392 2.709 0.003
H 1.830 1.109 2.827 0.000
H 2.722 -0.424 2.814 0.001
H 3.538 1.240 0.982 0.001
H 3.051 -0.360 0.399 0.002
H 2.311 3.064 0.433 0.000
H 1.236 2.857 -0.956 -0.001
H 0.448 2.692 2.023 -0.001
H -0.220 3.745 0.761 -0.001
H -2.469 2.797 0.907 -0.003
H -2.649 1.026 0.822 0.010
H -1.946 1.783 2.293 0.000
N -1.243 -0.704 -3.768 -0.002
C -1.119 0.657 -3.975 0.002
C -0.643 1.177 -2.829 -0.007
N -0.477 0.137 -1.931 0.002
C -0.857 -0.986 -2.534 -0.006
C -0.807 -2.193 -1.737 0.013
N -0.458 -2.045 -0.454 0.052
C -0.487 -3.302 0.130 0.010
C -0.854 -4.189 -0.812 0.001
N -1.051 -3.469 -1.977 -0.002
H -1.575 -1.359 -4.466 0.000
H -1.376 1.131 -4.907 0.000
H -0.406 2.202 -2.614 -0.001
H -0.247 -3.487 1.161 -0.001
H -0.994 -5.255 -0.757 0.001
H -1.318 -3.881 -2.864 0.000

---

41
Properties=species:S:1:pos:R:3:lowdin_charge:R:1 method="wB97M-V/def2-TZVPD" fmax_ha_per_bohr=0.0310 e_above_lowest_kcal_mol=0.00 spin_multiplicity=1 smiles="CCC(CC)C(=O)Nc1nnc(S(=O)(=O)N2CCCC2)s1" homo_lumo_gap_ev=10.04 homo_ev=-9.398
C 6.666 -1.766 0.578 -0.094
H 7.042 -1.211 1.434 0.079
C 5.175 -1.513 0.390 -0.214
H 4.641 -1.897 1.262 0.121
H 4.824 -2.066 -0.485 0.111
C 4.844 -0.019 0.234 -0.266
C 3.355 0.179 0.421 -0.471
O 2.853 0.768 1.350 0.020
N 2.570 -0.395 -0.551 0.131
C 1.210 -0.312 -0.511 -0.556
N 0.437 -0.844 -1.406 0.008
N -0.849 -0.630 -1.163 -0.026
C -1.066 0.055 -0.097 -0.639
S 0.367 0.535 0.766 1.164
S -2.682 0.548 0.480 0.614
O -2.715 0.255 1.883 -0.292
O -2.859 1.906 0.055 -0.281
N -3.659 -0.479 -0.368 -0.234
C -4.391 -1.486 0.385 -0.178
H -4.190 -1.333 1.446 0.104
C -5.878 -1.298 0.030 -0.155
H -6.203 -2.090 -0.644 0.108
H -6.509 -1.317 0.916 0.108
C -5.922 0.053 -0.688 -0.158
H -6.007 0.866 0.034 0.117
H -6.739 0.124 -1.403 0.110
C -4.547 0.110 -1.351 -0.193
H -4.516 -0.500 -2.259 0.128
H -4.208 1.119 -1.574 0.109
H -4.030 -2.478 0.099 0.121
H 2.972 -0.892 -1.332 0.153
C 5.317 0.564 -1.104 -0.214
C 4.923 2.029 -1.255 -0.084
H 5.308 2.430 -2.189 0.075
H 3.842 2.147 -1.251 0.074
H 5.329 2.617 -0.435 0.084
H 4.906 -0.014 -1.936 0.111
H 6.403 0.482 -1.155 0.110
H 5.327 0.532 1.047 0.154
H 7.230 -1.468 -0.302 0.067
H 6.844 -2.824 0.751 0.074

---

39
Properties=species:S:1:pos:R:3:mulliken_spin:R:1 method="wB97M-V/def2-TZVPD" fmax_ha_per_bohr=0.0173 e_above_lowest_kcal_mol=0.77 spin_multiplicity=3 s_squared=2.1200 homo_lumo_gap_ev="6.87 / 8.24" homo_ev="-6.818 / -8.594"
V 0.571 -2.748 0.625 1.992
C -1.540 -1.030 -3.190 0.024
Sb -1.339 -1.674 -1.177 -0.002
C -3.086 -2.871 -1.007 0.008
C -2.108 0.014 -0.090 0.027
C -1.350 1.285 -0.338 -0.001
C -1.669 2.014 -1.488 -0.005
C -1.029 3.194 -1.812 0.000
C -0.044 3.685 -0.966 0.000
C 0.271 2.982 0.182 0.003
C -0.359 1.780 0.519 0.007
C 0.091 1.091 1.772 -0.001
Sb 1.573 -0.427 1.423 -0.076
C 2.956 0.763 0.345 -0.001
C 2.475 -0.500 3.325 0.010
H -2.484 -0.497 -3.292 -0.001
H -1.553 -1.909 -3.831 -0.001
H -0.718 -0.381 -3.480 0.000
H -3.966 -2.290 -1.278 -0.002
H -3.155 -3.195 0.031 0.005
H -3.021 -3.745 -1.652 0.001
H -2.099 -0.308 0.951 -0.002
H -3.147 0.144 -0.400 0.001
H -2.458 1.644 -2.132 0.000
H -1.306 3.732 -2.709 0.000
H 0.465 4.612 -1.192 0.000
H 1.030 3.374 0.849 0.000
H -0.715 0.644 2.352 0.000
H 0.592 1.823 2.409 -0.001
H 3.262 1.610 0.959 -0.001
H 2.487 1.132 -0.566 0.001
H 3.824 0.158 0.098 -0.003
H 2.741 0.505 3.652 -0.002
H 3.370 -1.117 3.262 0.000
H 1.772 -0.952 4.022 0.002
O 4.185 -2.365 0.855 0.156
S 3.594 -3.612 0.333 0.283
N 2.093 -3.573 0.118 -0.188
S -0.205 -2.991 2.520 -0.232

---

36
Properties=species:S:1:pos:R:3:lowdin_charge:R:1 method="wB97M-V/def2-TZVPD" fmax_ha_per_bohr=0.0266 e_above_lowest_kcal_mol=0.00 spin_multiplicity=1 homo_lumo_gap_ev=9.77 homo_ev=-9.030
C -1.234 -0.010 0.278 0.123
C -0.920 -0.103 -0.874 -0.081
C -0.322 -0.330 -2.208 -0.179
C 1.120 0.296 -2.144 -0.063
C 1.824 -0.882 -1.469 -0.302
C 3.318 -0.755 -1.128 -0.101
C 3.479 -0.200 0.308 -0.414
C 4.082 1.223 0.337 -0.082
C 4.329 -1.173 1.188 -0.069
O 1.443 -1.952 -2.389 0.036
C 0.076 -1.816 -2.506 -0.420
O -0.634 -2.729 -2.784 0.154
H -1.279 0.219 1.322 0.046
H -0.901 0.143 -3.006 0.150
H 1.464 0.279 -3.185 0.135
H 1.191 1.251 -1.622 0.130
H 1.358 -1.225 -0.534 0.141
H 3.804 -0.094 -1.859 0.123
H 3.750 -1.759 -1.233 0.121
H 2.510 -0.124 0.823 0.123
H 5.153 1.223 0.110 0.082
H 3.907 1.629 1.343 0.077
H 3.525 1.887 -0.340 0.071
H 5.151 -1.579 0.591 0.076
H 3.654 -1.956 1.551 0.078
H 4.717 -0.601 2.039 0.073
C -6.397 1.678 2.330 -0.276
S -4.643 1.282 2.254 0.785
O -3.981 2.351 1.462 -0.558
C -4.826 -0.148 1.176 -0.269
H -6.515 2.578 2.930 0.048
H -6.777 1.856 1.324 0.058
H -6.935 0.854 2.799 0.051
H -5.310 0.152 0.246 0.062
H -5.417 -0.911 1.684 0.054
H -3.835 -0.540 0.960 0.018

---

| no. | E_tot (Eh) |
| --- | --- |
| 1 | -1007.8059 |
| 2 | -1710.3628 |
| 3 | -2820.0606 |
| 4 | -1093.0358 |